Below is a 7-piece molecular cluster, C28H77N7O7 overall, with properties calculated with the ωB97M-V functional and the def2-TZVPD basis.

Each line ends with the Löwdin charge.
Element x y z (Å)
1 C -9.12 23.14 38.85  -0.1612
2 O -10.23 22.43 39.21  -0.1500
3 C -11.26 23.22 39.77  -0.2096
4 C -12.58 22.48 39.87  -0.4455
5 C -13.12 22.08 38.51  -0.0455
6 N -13.48 23.42 40.53  0.0398
7 H -9.24 23.97 38.12  0.0615
8 H -8.40 22.48 38.37  0.0957
9 H -8.65 23.69 39.68  0.0869
10 H -10.94 23.49 40.80  0.1286
11 H -11.41 24.17 39.24  0.1140
12 H -12.38 21.58 40.47  0.1406
13 H -12.44 21.37 38.05  0.0781
14 H -13.23 22.95 37.86  0.0703
15 H -14.04 21.51 38.66  0.0775
16 H -14.44 23.11 40.45  0.0707
17 H -13.32 23.45 41.53  0.0719
18 C -16.02 27.93 36.80  -0.1109
19 O -14.95 28.78 37.15  -0.1881
20 C -14.73 28.79 38.54  -0.2322
21 C -13.65 29.79 38.91  -0.4404
22 C -12.36 29.36 38.27  -0.0595
23 N -13.52 29.87 40.35  0.0450
24 H -16.97 28.24 37.25  0.0893
25 H -15.85 26.88 37.06  0.0855
26 H -16.10 28.01 35.72  0.0933
27 H -15.69 28.97 39.05  0.1279
28 H -14.42 27.81 38.96  0.1361
29 H -13.91 30.75 38.44  0.1434
30 H -11.98 28.48 38.80  0.0551
31 H -11.62 30.16 38.27  0.0804
32 H -12.56 29.07 37.24  0.0706
33 H -14.40 30.07 40.80  0.0790
34 H -12.83 30.58 40.58  0.0868
35 C -12.74 26.10 36.87  -0.0748
36 O -11.75 25.72 35.94  -0.2109
37 C -10.50 26.38 36.12  -0.1902
38 C -9.56 25.78 35.10  -0.4077
39 C -9.86 26.30 33.71  -0.0707
40 N -9.65 24.29 35.06  0.0687
41 H -12.37 25.94 37.89  0.0722
42 H -13.61 25.47 36.72  0.0874
43 H -13.04 27.14 36.74  0.0662
44 H -10.65 27.45 35.96  0.1330
45 H -10.12 26.24 37.14  0.0987
46 H -8.51 26.01 35.34  0.1173
47 H -9.65 27.38 33.65  0.0775
48 H -10.92 26.16 33.49  0.0657
49 H -9.24 25.80 32.96  0.0782
50 H -9.30 23.82 35.89  0.0579
51 H -10.66 24.18 35.22  0.0459
52 C -10.04 26.92 39.79  -0.1257
53 O -10.28 26.52 41.11  -0.1808
54 C -11.14 27.43 41.80  -0.2034
55 C -12.30 26.70 42.43  -0.4507
56 C -13.29 27.71 42.99  -0.0671
57 N -11.94 25.68 43.41  0.0471
58 H -11.01 26.83 39.25  0.0588
59 H -9.48 26.17 39.23  0.0693
60 H -9.69 27.94 39.67  0.0628
61 H -10.49 27.98 42.50  0.1348
62 H -11.50 28.24 41.16  0.0987
63 H -12.81 26.21 41.59  0.1303
64 H -12.81 28.32 43.76  0.0814
65 H -14.22 27.26 43.32  0.0780
66 H -13.57 28.41 42.20  0.0387
67 H -11.12 25.20 43.04  0.0600
68 H -11.61 26.12 44.26  0.0701
69 C -6.40 25.67 38.20  -0.0880
70 O -7.16 26.78 37.78  -0.2096
71 C -6.47 28.00 37.87  -0.2094
72 C -7.34 29.09 37.20  -0.3985
73 C -8.63 29.24 37.99  -0.0776
74 N -7.68 28.71 35.81  0.0567
75 H -5.68 25.89 38.99  0.0928
76 H -5.89 25.17 37.37  0.0945
77 H -7.10 24.90 38.57  0.0612
78 H -6.35 28.27 38.93  0.1276
79 H -5.50 27.96 37.37  0.1257
80 H -6.77 30.01 37.20  0.1368
81 H -9.23 30.03 37.51  0.0799
82 H -8.44 29.63 38.99  0.0886
83 H -9.23 28.33 38.02  0.0347
84 H -6.81 28.57 35.30  0.0773
85 H -8.06 27.76 35.84  0.0254
86 C -12.20 24.25 30.85  -0.0961
87 O -12.57 23.14 31.65  -0.1804
88 C -11.70 22.96 32.75  -0.2280
89 C -12.42 22.23 33.88  -0.4320
90 C -12.96 20.88 33.47  -0.0657
91 N -13.51 23.05 34.42  0.0544
92 H -11.85 25.09 31.45  0.0633
93 H -13.07 24.53 30.26  0.0905
94 H -11.40 23.91 30.17  0.0834
95 H -10.75 22.47 32.47  0.1344
96 H -11.36 23.93 33.14  0.0776
97 H -11.63 22.11 34.64  0.1265
98 H -12.14 20.20 33.23  0.0802
99 H -13.61 20.93 32.59  0.0777
100 H -13.58 20.47 34.27  0.0759
101 H -13.23 24.02 34.55  0.0506
102 H -14.22 23.06 33.69  0.0711
103 C -11.53 28.06 30.58  -0.1102
104 O -10.89 28.34 29.37  -0.1810
105 C -10.52 27.18 28.64  -0.2067
106 C -9.40 26.37 29.27  -0.4662
107 C -8.12 27.19 29.46  -0.0516
108 N -9.12 25.28 28.34  0.0360
109 H -12.00 28.99 30.92  0.0918
110 H -10.83 27.72 31.35  0.0662
111 H -12.35 27.34 30.45  0.0837
112 H -11.41 26.55 28.52  0.1216
113 H -10.21 27.54 27.66  0.1316
114 H -9.69 26.03 30.27  0.1112
115 H -7.85 27.72 28.54  0.0846
116 H -7.30 26.54 29.77  0.0751
117 H -8.28 27.90 30.27  0.0774
118 H -8.39 24.69 28.73  0.0720
119 H -9.92 24.65 28.26  0.0608

ΔE to the lowest compared entry with this formula, charge and spin   20.7 kcal per mole
HOMO level   -9.0 eV
Net charge   0
2S+1   1
Gap between HOMO and LUMO   9.65 eV
SMILES   COC[C@H](C)N.COC[C@H](C)N.COC[C@H](C)N.COC[C@H](C)N.COC[C@H](C)N.COC[C@H](C)N.COC[C@H](C)N

Below is a 10-piece molecular cluster, C28H77NO16 overall, with properties calculated with the ωB97M-V functional and the def2-TZVPD basis.

Each line ends with the Löwdin charge.
Element x y z (Å)
1 C 11.54 11.34 -16.78  -0.1059
2 O 12.00 10.96 -18.05  -0.1683
3 C 12.23 9.58 -18.17  -0.2263
4 C 13.42 9.05 -17.38  -0.1830
5 N 14.70 9.72 -17.70  -0.0466
6 C 15.23 9.22 -18.97  -0.1936
7 C 16.41 10.05 -19.43  -0.2341
8 O 17.11 9.32 -20.42  -0.1719
9 C 18.16 10.11 -20.94  -0.1236
10 H 10.65 10.79 -16.46  0.0842
11 H 11.27 12.40 -16.75  0.0881
12 H 12.30 11.14 -16.02  0.0664
13 H 12.29 9.34 -19.24  0.1175
14 H 11.31 9.03 -17.91  0.1212
15 H 13.35 7.98 -17.58  0.1181
16 H 13.28 9.31 -16.33  0.0894
17 H 14.45 10.70 -17.81  0.1241
18 H 14.47 9.24 -19.76  0.1170
19 H 15.46 8.15 -18.89  0.1137
20 H 17.06 10.22 -18.57  0.1259
21 H 16.07 11.03 -19.78  0.1284
22 H 18.94 9.45 -21.33  0.0853
23 H 18.60 10.85 -20.27  0.0857
24 H 17.78 10.71 -21.79  0.0868
25 C 10.54 5.45 -11.12  -0.0579
26 C 10.81 4.40 -10.05  -0.5075
27 C 9.55 3.66 -9.63  -0.0559
28 O 11.84 3.50 -10.41  -0.0369
29 H 11.44 5.65 -11.72  0.0682
30 H 10.09 6.37 -10.76  0.0800
31 H 9.89 5.09 -11.94  0.0602
32 H 11.09 5.00 -9.16  0.1345
33 H 8.80 4.41 -9.38  0.0808
34 H 9.76 3.08 -8.73  0.0783
35 H 9.18 3.00 -10.41  0.0804
36 H 12.67 3.98 -10.45  0.0924
37 C 11.92 13.51 -14.06  -0.0481
38 C 12.43 12.58 -12.94  -0.4384
39 C 11.83 12.98 -11.61  -0.0610
40 O 12.01 11.23 -13.28  -0.1147
41 H 10.85 13.39 -14.25  0.0820
42 H 12.52 13.41 -14.96  0.0682
43 H 12.06 14.54 -13.69  0.0829
44 H 13.52 12.64 -12.94  0.1355
45 H 11.84 12.08 -10.99  0.0792
46 H 10.82 13.40 -11.67  0.0786
47 H 12.37 13.77 -11.07  0.0778
48 H 11.10 11.25 -13.66  0.0540
49 C 12.34 2.54 -15.57  -0.0435
50 C 12.90 2.49 -16.98  -0.4288
51 C 12.68 3.79 -17.73  -0.0384
52 O 14.34 2.29 -16.86  -0.0834
53 H 12.48 1.60 -15.02  0.0827
54 H 11.26 2.71 -15.59  0.0666
55 H 12.83 3.28 -14.93  0.0769
56 H 12.48 1.65 -17.55  0.1412
57 H 11.62 4.02 -17.81  0.0837
58 H 13.12 3.69 -18.72  0.0921
59 H 13.20 4.60 -17.22  0.0623
60 H 14.45 1.38 -16.57  0.1114
61 C 7.36 9.65 -14.33  -0.0514
62 C 8.41 10.26 -13.42  -0.4353
63 C 8.76 9.29 -12.29  -0.0415
64 O 9.58 10.54 -14.22  -0.1022
65 H 7.60 8.67 -14.73  0.0607
66 H 7.18 10.30 -15.19  0.0841
67 H 6.42 9.56 -13.77  0.0837
68 H 8.09 11.22 -13.02  0.1401
69 H 9.32 8.45 -12.70  0.0595
70 H 7.87 8.90 -11.78  0.0825
71 H 9.33 9.75 -11.48  0.0818
72 H 9.94 9.67 -14.50  0.0628
73 O 16.62 8.87 -15.65  -0.0893
74 C 16.46 9.50 -14.38  -0.2399
75 C 15.04 9.59 -13.90  -0.2290
76 O 14.41 10.65 -14.60  -0.1003
77 H 15.87 9.20 -16.18  0.0465
78 H 17.06 8.92 -13.66  0.1055
79 H 16.91 10.50 -14.39  0.1196
80 H 15.05 9.84 -12.83  0.1258
81 H 14.52 8.63 -14.01  0.0950
82 H 13.58 10.92 -14.16  0.0248
83 O 15.51 4.88 -15.73  -0.0984
84 C 16.59 5.33 -16.56  -0.2287
85 C 16.29 5.12 -18.04  -0.2310
86 O 16.20 3.76 -18.40  -0.0586
87 H 15.31 3.96 -15.96  0.0699
88 H 16.74 6.38 -16.31  0.1073
89 H 17.54 4.84 -16.30  0.1011
90 H 17.00 5.68 -18.64  0.1267
91 H 15.31 5.58 -18.22  0.1035
92 H 15.47 3.35 -17.90  0.0305
93 O 6.95 3.43 -16.41  -0.0562
94 C 8.14 3.54 -15.63  -0.2434
95 C 8.12 4.69 -14.63  -0.2051
96 O 8.37 5.94 -15.31  -0.0783
97 H 6.66 4.33 -16.60  0.0769
98 H 8.25 2.56 -15.14  0.1239
99 H 9.04 3.65 -16.25  0.1057
100 H 8.89 4.55 -13.87  0.1010
101 H 7.15 4.71 -14.14  0.1303
102 H 7.53 6.29 -15.61  0.0870
103 O 18.78 6.17 -15.16  -0.0571
104 C 17.90 5.45 -14.30  -0.2867
105 C 18.31 5.43 -12.86  -0.2211
106 O 18.36 6.79 -12.38  -0.0705
107 H 18.45 7.07 -15.17  0.0804
108 H 16.88 5.83 -14.41  0.1045
109 H 17.86 4.41 -14.65  0.1221
110 H 19.29 4.97 -12.71  0.1197
111 H 17.51 4.90 -12.33  0.1199
112 H 18.55 6.73 -11.44  0.0799
113 O 10.51 7.93 -15.10  -0.0837
114 C 11.62 7.69 -14.25  -0.2152
115 C 12.45 6.51 -14.72  -0.2572
116 O 13.69 6.45 -14.05  -0.0665
117 H 9.99 7.11 -15.19  0.0645
118 H 12.24 8.59 -14.18  0.1108
119 H 11.27 7.43 -13.24  0.1032
120 H 12.63 6.56 -15.80  0.1059
121 H 11.88 5.58 -14.58  0.1084
122 H 14.30 5.86 -14.53  0.0573

HOMO level   -8.8 eV
Net charge   0
2S+1   1
Gap between HOMO and LUMO   8.83 eV
SMILES   COCCNCCOC.CC(C)O.CC(C)O.CC(C)O.CC(C)O.OCCO.OCCO.OCCO.OCCO.OCCO

Question: What is the formula in the second record?
Answer: C28H77NO16

Question: Among the records above, which one has the highest HOMO level?
Answer: C28H77NO16